Record 1
# C7H8F9N5O4S2

A molecular structure, C7H8F9N5O4S2 (ωB97M-V/def2-TZVPD, the OMol25 dataset).

Summary:
DFT total energy = -69155.696 eV
HOMO level = -9.17 eV
molar mass = 461.29 g/mol
Kohn-Sham gap = 8.496 eV

CARTESIAN COORDINATES (ANGSTROEM)
F1 3.7085 0.5508 -3.1528
C1 2.7086 0.0594 -2.3882
F2 1.8892 -0.6102 -3.2293
F3 3.2485 -0.8417 -1.5496
C2 1.9995 1.1532 -1.6474
C3 1.4402 2.2365 -2.5908
N1 0.0940 2.6439 -2.1770
C4 -0.8903 1.7715 -1.9758
N2 -0.8345 0.4808 -2.2718
C5 -1.9663 -0.0311 -1.8268
N3 -2.7541 0.8977 -1.2871
N4 -2.0890 2.0736 -1.3981
H1 1.1949 0.7177 -1.0892
H2 2.6941 1.5696 -0.9340
H3 2.0660 3.1092 -2.4994
H4 1.4671 1.9499 -3.6326
H5 -0.0762 3.6098 -1.9771
H6 -2.2024 -1.0690 -1.8851
H7 -3.6459 0.7416 -0.8487
H8 -2.4271 2.9529 -1.0593
C6 -0.7077 -1.4156 5.1877
F4 -1.2976 -0.7512 6.1734
F5 0.6104 -1.3598 5.3681
F6 -1.0914 -2.6889 5.2448
S1 -1.1856 -0.6547 3.5854
O1 -0.6852 0.6893 3.6320
O2 -2.6082 -0.8137 3.4906
N5 -0.3475 -1.6384 2.6520
S2 -0.4187 -1.3968 1.1062
O3 0.2233 -0.1912 0.6406
O4 -1.6899 -1.6930 0.4865
C7 0.6877 -2.7607 0.5759
F7 0.2068 -3.9396 0.9530
F8 1.9066 -2.6077 1.0781
F9 0.7721 -2.7440 -0.7546

***

Record 2
# C4H9N2

A gas-phase ion, C4H9N2 (charge +1) (ωB97M-V/def2-TZVPD, the OMol25 dataset).

Summary:
DFT total energy = -7264.411 eV
HOMO level = -14.40 eV
relative energy (zero: lowest compared OMol25 entry of this formula, charge and spin) = 359.99 kJ/mol
molar mass = 85.13 g/mol
Kohn-Sham gap = 10.246 eV
net charge = +1
SMILES string = C[C@@]1(C[NH3+])C=N1

CARTESIAN COORDINATES (ANGSTROEM)
C1 0.6060 1.6171 0.0588
C2 0.6740 0.1418 0.1963
C3 -0.4902 -0.5215 0.7555
N1 -1.6597 -0.7516 -0.2603
C4 1.5409 -0.5497 -0.7023
N2 1.9900 -0.5124 0.4622
H1 0.9987 1.9425 1.0032
H2 -0.3303 1.8541 -0.2745
H3 1.2783 1.8966 -0.6828
H4 -0.8870 -0.0408 1.6406
H5 -0.0607 -1.5023 1.0152
H6 -1.4023 -0.0971 -1.0585
H7 -2.5780 -0.6256 0.1295
H8 -1.5240 -1.7845 -0.6230
H9 1.8442 -1.0667 -1.6599

***

Record 3
# C50H79KN8O7PSSi

A molecular structure, C50H79KN8O7PSSi (ωB97M-V/def2-TZVPD, the OMol25 dataset).

Summary:
DFT total energy = -123723.963 eV
HOMO level = -3.41 eV
relative energy (zero: lowest compared OMol25 entry of this formula, charge and spin) = 148.12 kJ/mol
molar mass = 1034.46 g/mol
Kohn-Sham gap = 5.219 eV
net charge = -1

CARTESIAN COORDINATES (ANGSTROEM)
K1 0.5880 -0.6519 0.3083
C1 3.2672 3.2036 -1.2013
C2 2.3199 2.3747 -0.5804
N1 2.6077 1.1992 -0.0851
C3 3.8606 0.7423 -0.1675
C4 4.8850 1.4623 -0.8548
C5 4.5432 2.7355 -1.3585
C6 6.1602 0.9006 -1.0156
C7 6.4210 -0.3484 -0.4951
C8 5.4720 -1.0260 0.2493
C9 4.1862 -0.5037 0.4791
N2 3.2444 -1.1248 1.1880
C10 3.4804 -1.7877 2.3156
C11 4.5781 -1.5314 3.1630
C12 4.7560 -2.1883 4.3661
C13 3.8544 -3.1334 4.8083
C14 2.7186 -3.4122 4.0349
C15 1.7407 -4.3446 4.4396
C16 0.6589 -4.5809 3.6375
C17 0.5531 -3.8629 2.4394
N3 1.4388 -2.9929 2.0287
C18 2.5124 -2.7488 2.7843
H1 2.9808 4.1850 -1.5529
H2 1.2931 2.6887 -0.4793
H3 5.3028 3.3206 -1.8626
H4 6.9226 1.4481 -1.5541
H5 7.3940 -0.8033 -0.6460
H6 5.7100 -1.9980 0.6627
H7 5.2884 -0.7735 2.8613
H8 5.6276 -1.9591 4.9710
H9 4.0077 -3.6489 5.7477
H10 1.8485 -4.8447 5.3953
H11 -0.1093 -5.2874 3.9186
H12 -0.3006 -4.0125 1.7966
C19 -2.0798 -6.3558 0.2755
N4 -1.0413 -5.4956 -0.2322
C20 0.2259 -6.1223 -0.5433
C21 -1.1414 -4.1577 -0.4665
O1 -0.2182 -3.5441 -0.9595
C22 -2.4897 -3.5091 -0.1447
O2 -2.5081 -2.1131 -0.1697
C23 -2.1402 -1.5308 -1.4044
C24 -2.2813 -0.0167 -1.3540
O3 -1.3085 0.7037 -1.2580
N5 -3.5262 0.4665 -1.5527
C25 -3.7243 1.8963 -1.5639
C26 -4.6812 -0.3912 -1.6608
H13 -1.6212 -7.1762 0.8270
H14 -2.6838 -6.7819 -0.5332
H15 -2.7384 -5.8236 0.9561
H16 0.5593 -6.7350 0.2940
H17 0.9488 -5.3241 -0.7095
H18 0.1518 -6.7398 -1.4426
H19 -2.7919 -3.7606 0.8737
H20 -3.2342 -3.9295 -0.8530
H21 -2.7769 -1.9456 -2.2017
H22 -1.0927 -1.7204 -1.6321
H23 -2.8585 2.3494 -1.0873
H24 -4.6214 2.1498 -1.0024
H25 -3.8118 2.2838 -2.5854
H26 -4.6988 -0.9036 -2.6307
H27 -5.5855 0.2091 -1.5719
H28 -4.6679 -1.1322 -0.8619
C27 0.3600 4.2789 2.2136
C28 -1.0688 4.4824 1.7069
C29 -1.4652 5.9649 1.8217
C30 -1.1673 4.0236 0.2463
O4 -2.0099 3.7796 2.4628
Si1 -1.8726 2.3170 3.2446
S1 -1.4834 0.6573 2.1324
O5 -3.3388 2.2801 4.0123
C31 -4.6164 2.1220 3.4689
C32 -5.2926 0.9572 4.2101
C33 -4.5885 1.8297 1.9702
C34 -5.3947 3.4255 3.7221
O6 -0.7536 2.4954 4.4345
C35 -0.8611 2.9446 5.7505
C36 -1.6264 4.2707 5.8327
C37 -1.5815 1.8871 6.5952
C38 0.5645 3.1379 6.2890
H29 1.0574 4.8971 1.6494
H30 0.6375 3.2330 2.1121
H31 0.4162 4.5389 3.2669
H32 -0.8128 6.5908 1.2169
H33 -1.4041 6.2791 2.8614
H34 -2.4951 6.0890 1.4903
H35 -0.4255 4.5221 -0.3755
H36 -2.1613 4.2523 -0.1378
H37 -1.0092 2.9469 0.2157
H38 -4.7154 0.0508 4.0480
H39 -6.3109 0.8070 3.8518
H40 -5.3148 1.1698 5.2773
H41 -3.9659 0.9567 1.7869
H42 -4.1311 2.6711 1.4593
H43 -5.5953 1.6613 1.5885
H44 -5.4569 3.6196 4.7915
H45 -6.4010 3.3614 3.3107
H46 -4.8627 4.2499 3.2537
H47 -2.5995 4.1398 5.3701
H48 -1.0874 5.0529 5.3002
H49 -1.7496 4.5688 6.8736
H50 -2.5554 1.7035 6.1518
H51 -1.6934 2.2283 7.6237
H52 -1.0118 0.9605 6.5796
H53 1.0912 3.8922 5.7085
H54 1.1137 2.2029 6.2126
H55 0.5276 3.4508 7.3310
O7 0.7038 -0.9998 -2.8507
P1 1.0462 -0.8171 -4.2674
N6 1.1138 0.7644 -4.8458
C39 1.4481 1.7634 -3.8462
C40 0.1270 2.4630 -3.4924
C41 -0.8206 2.1333 -4.6566
C42 0.0595 1.3537 -5.6435
N7 2.5290 -1.4695 -4.7376
C43 3.0389 -2.4993 -3.8484
C44 4.1120 -1.8203 -2.9838
C45 4.4927 -0.5453 -3.7537
C46 3.6668 -0.6280 -5.0452
N8 -0.0428 -1.5332 -5.3636
C47 -1.3485 -1.7848 -4.7889
C48 -1.3602 -3.2764 -4.4154
C49 -0.2647 -3.9044 -5.2941
C50 0.2917 -2.7253 -6.1116
H56 2.1626 2.4722 -4.2872
H57 1.9036 1.2862 -2.9797
H58 0.2679 3.5352 -3.3743
H59 -0.2615 2.0515 -2.5661
H60 -1.2445 3.0229 -5.1247
H61 -1.6365 1.5032 -4.3021
H62 0.5233 2.0468 -6.3605
H63 -0.4795 0.5831 -6.1910
H64 3.4769 -3.2991 -4.4623
H65 2.2244 -2.9045 -3.2491
H66 4.9728 -2.4703 -2.8398
H67 3.6969 -1.5721 -2.0089
H68 5.5601 -0.5000 -3.9698
H69 4.2203 0.3388 -3.1789
H70 4.2483 -1.1336 -5.8275
H71 3.3333 0.3371 -5.4207
H72 -2.1161 -1.5621 -5.5417
H73 -1.4928 -1.1299 -3.9300
H74 -2.3388 -3.7259 -4.5919
H75 -1.0991 -3.3855 -3.3651
H76 -0.6569 -4.6919 -5.9389
H77 0.5212 -4.3244 -4.6672
H78 -0.2099 -2.6677 -7.0878
H79 1.3674 -2.7801 -6.2688

***

Record 4
# C14H27LuN4OS2

A molecular structure, C14H27LuN4OS2 (ωB97M-V/def2-TZVPD, the OMol25 dataset).

Summary:
DFT total energy = -78251.592 eV
HOMO level = -5.61 eV
molar mass = 506.50 g/mol
Kohn-Sham gap = 5.781 eV

CARTESIAN COORDINATES (ANGSTROEM)
Lu1 -0.5660 0.4938 0.6742
N1 -2.7263 0.7124 0.4534
C1 -2.9116 0.9370 1.8831
C2 -2.1292 0.0185 2.8613
N2 -0.6709 -0.0506 2.7280
C3 0.1397 0.9005 3.4787
C4 0.3501 2.2788 2.7920
N3 0.7274 2.1658 1.4036
H1 -2.9530 1.6750 -0.1058
H2 -3.1608 -0.0461 0.0087
H3 -3.9815 0.8575 2.1072
H4 -2.6323 1.9741 2.0983
H5 -2.5100 -0.9988 2.7018
H6 -2.4020 0.2720 3.8930
H7 -0.3526 -1.1092 2.8320
H8 1.1327 0.4490 3.5983
H9 -0.2519 1.0407 4.4928
H10 1.1049 2.8540 3.3385
H11 -0.5856 2.8442 2.8549
H12 1.6717 1.9903 1.1320
H13 0.4126 3.0282 0.7084
S1 2.1152 0.3909 0.6742
C5 2.2844 -1.3561 0.6743
C6 3.6397 -1.7562 0.6743
C7 4.0161 -3.1019 0.6744
C8 3.0403 -4.0862 0.6744
C9 1.6920 -3.7211 0.6743
C10 1.2822 -2.3703 0.6743
S2 -0.4631 -2.1874 0.6742
H14 4.4249 -1.0039 0.6743
H15 5.0663 -3.3636 0.6744
H16 3.3111 -5.1341 0.6744
H17 0.9440 -4.5102 0.6743
C11 -0.5726 0.5572 -5.1200
N4 -0.6154 0.9680 -3.7270
C12 -0.7627 2.3827 -3.4296
C13 -0.5247 0.0973 -2.6519
C14 -0.3709 -1.3799 -2.9261
O1 -0.5660 0.4938 -1.4848
H18 -0.6620 1.4152 -5.7913
H19 -1.3989 -0.1327 -5.3142
H20 0.3781 0.0524 -5.3142
H21 -0.8250 2.9809 -4.3421
H22 0.0973 2.7142 -2.8393
H23 -1.6726 2.5299 -2.8393
H24 -0.3438 -1.6401 -3.9833
H25 -1.2130 -1.9084 -2.4698
H26 0.5621 -1.7235 -2.4698
H27 -0.5660 2.5039 0.6742

***

Record 5
# C14H27Cl2N2O2P2Pb

A molecular structure, C14H27Cl2N2O2P2Pb (ωB97M-V/def2-TZVPD, the OMol25 dataset).

Summary:
DFT total energy = -70873.294 eV
HOMO level = -16.65 eV
relative energy (zero: lowest compared OMol25 entry of this formula, charge and spin) = 0.00 kJ/mol
molar mass = 595.44 g/mol
Kohn-Sham gap = 3.643 eV
net charge = +3

CARTESIAN COORDINATES (ANGSTROEM)
C1 -0.6732 0.0048 -4.0808
C2 -1.2242 -0.3310 -2.8355
H1 -1.4493 0.2586 -4.8247
H2 -0.0943 -0.8658 -4.4358
H3 0.0281 0.8541 -3.9422
O1 -1.9050 -0.5048 -1.9082
Cl1 2.7942 -0.0532 -3.2031
Pb1 1.5923 0.1535 -0.8595
P1 1.1561 -2.6329 -0.8145
C3 0.0110 -3.4941 0.3142
C4 0.9007 -3.4223 -2.4381
H4 1.1353 -4.4902 -2.3654
H5 2.8412 -4.3360 -0.4840
H6 1.5542 -2.9497 -3.1809
H7 3.5808 -2.7395 -0.8923
H8 -1.0246 -3.2940 0.0048
H9 -0.1408 -3.2987 -2.7552
C5 2.7990 -3.2516 -0.3179
H10 0.2208 -4.5739 0.2929
H11 2.9652 -3.0069 0.7368
H12 0.1687 -3.1021 1.3292
P2 0.9120 2.8703 -1.0482
C6 -0.2678 3.6664 0.0924
C7 2.5084 3.6869 -0.7104
H13 1.1606 3.1669 -3.4523
H14 0.5128 4.6479 -2.6757
H15 -0.5475 3.2288 -2.9569
C8 0.4678 3.5505 -2.6913
H16 3.3265 3.1405 -1.1974
H17 2.4651 4.7208 -1.0766
H18 -0.2985 4.7523 -0.0719
H19 0.0485 3.4482 1.1213
H20 2.6978 3.6651 0.3672
H21 -1.2658 3.2388 -0.0751
Cl2 3.4722 0.3527 0.8791
N1 -3.8731 -0.9213 5.0459
C9 -2.7111 -0.1886 4.9750
O2 -2.2900 0.3698 5.9843
C10 -2.0155 -0.0757 3.6428
C11 -2.5587 -0.5909 2.4575
C12 -1.8458 -0.4650 1.2593
N2 -0.6164 0.0686 1.2005
C13 -0.0909 0.5836 2.3318
C14 -0.7688 0.5672 3.5550
H22 -4.2701 -1.0478 5.9677
H23 -4.1848 -1.5504 4.3229
H24 -3.5290 -1.0775 2.4459
H25 -2.2703 -0.7974 0.3105
H26 0.9107 1.0196 2.2345
H27 -0.3141 1.0454 4.4223

***

Record 6
# C3H3NO2

2 unconnected molecules or ions with the total composition C3H3NO2 (ωB97M-V/def2-TZVPD, the OMol25 dataset).

Summary:
DFT total energy = -8733.007 eV
HOMO level (alpha / beta) = 1.91 / 1.96 eV
relative energy (zero: lowest compared OMol25 entry of this formula, charge and spin) = 380.20 kJ/mol
molar mass = 85.06 g/mol
Kohn-Sham gap (alpha / beta) = 5.529 / 5.454 eV
net charge = -2

CARTESIAN COORDINATES (ANGSTROEM)
C1 -0.9264 -0.9440 -0.4266
C2 0.1947 -0.1511 -0.0660
C3 -1.1823 0.4830 -0.0744
N1 1.3734 0.2282 -0.0285
O1 1.8604 1.3677 0.3588
O2 3.0385 -1.1938 0.0302
H1 -1.1661 -1.8227 0.1661
H2 -1.7206 1.1421 -0.7980
H3 -1.4715 0.8906 0.8386

***

Question: Among the records above, which one has the lowest molar mass?
Answer: C3H3NO2